No. 1
14
Properties=species:S:1:pos:R:3:forces:R:3:nbo_charge:R:1 method="wB97M-V/def2-TZVPD" orbital_gap_ev=10.1 energy_ev=-29561.067 lumo_ev=0.79 charge=0 homo_energy_ev=-9.30
Cl -1.357206 2.156319 -0.205156 0.417 -0.360 0.228 -0.07
S -2.476836 -1.125362 -0.111442 -1.103 -0.613 -1.109 -0.03
N 2.106533 0.263251 0.197142 -1.388 -0.533 -0.011 -0.20
N 1.951532 -0.985962 -0.409887 0.884 0.638 0.136 -0.66
C 1.037921 0.955304 0.301046 1.269 1.105 1.220 0.00
C -0.303255 0.667964 -0.225500 -1.439 -0.336 0.005 -0.25
C -0.973364 -0.474187 0.555358 -0.199 1.025 -0.599 -0.56
H -0.329866 0.422049 -1.271312 0.339 -0.300 -0.581 0.23
H 2.870056 -1.209085 -0.768826 -0.265 -0.390 -0.239 0.37
H -0.272856 -1.282840 0.646576 0.241 -0.474 0.165 0.25
H -1.308784 -0.145092 1.497442 0.501 0.591 1.476 0.23
H 1.225381 -1.027197 -1.113764 0.079 -0.045 -0.303 0.34
H 1.114776 1.816131 0.977046 0.082 -0.066 -0.531 0.20
H -3.284028 -0.031298 -0.068724 0.582 -0.240 0.143 0.14



No. 2
14
Properties=species:S:1:pos:R:3:forces:R:3:nbo_charge:R:1 method="wB97M-V/def2-TZVPD" orbital_gap_ev=8.9 energy_ev=-20207.337 lumo_ev=-6.12 charge=+1 homo_energy_ev=-15.01
Cl -2.258837 0.740285 -0.106770 0.463 -0.081 0.006 -0.08
N -0.457526 0.212608 1.835063 5.979 -1.305 -3.823 -0.24
N 0.814015 -1.114934 -1.583033 1.228 -1.291 -2.203 -0.70
N 0.074771 -1.272767 0.576430 -0.312 3.406 2.671 -0.47
C -0.632913 1.008242 0.750998 -2.634 3.462 0.656 -0.08
C 0.482876 0.895275 -0.224629 1.494 -0.040 1.311 -0.50
C 0.553657 -0.644304 -0.421966 -1.301 2.551 1.464 0.51
H 1.428392 1.434877 0.074904 -0.659 -1.255 0.444 0.29
H 0.285338 1.433246 -1.089311 -0.853 0.445 -1.998 0.27
H -0.205486 -2.189241 0.694296 -0.546 -2.185 0.279 0.42
H 1.149679 -0.557829 -2.341425 0.112 0.616 -0.075 0.43
H 0.932412 -2.092449 -1.763664 -0.216 -0.523 0.172 0.42
H -1.224989 0.069629 2.349695 -4.193 -1.767 2.200 0.38
H -0.941388 2.077361 1.249413 1.436 -2.034 -1.104 0.34